{
  "formula": "C15H31F2N4O9S2",
  "method": "ωB97M-V/def2-TZVPD",
  "charge": 1,
  "molar_mass_g_mol": 513.56,
  "total_energy_ha": -2482.03697,
  "elements": ["N", "N", "C", "C", "O", "O", "C", "S", "O", "O", "F", "N", "C", "O", "N", "C", "O", "F", "C", "S", "H", "H", "H", "H", "H", "H", "H", "C", "C", "C", "O", "H", "H", "H", "H", "H", "H", "H", "H", "C", "C", "C", "O", "H", "H", "H", "H", "H", "H", "H", "H", "C", "C", "C", "O", "H", "H", "H", "H", "H", "H", "H", "H"],
  "xyz": [[0.2066, 6.4510, 1.5490], [-0.1022, 5.3518, 2.3360], [0.1389, 4.0560, 1.9433], [0.8371, 3.7225, 0.6606], [1.5110, 2.5117, 0.7293], [2.5857, 2.8030, 1.6496], [-0.4036, 3.2852, 2.9080], [-0.4959, 1.5112, 2.8322], [-1.7061, 1.0349, 3.3790], [0.7654, 1.0053, 3.2063], [-0.6610, 1.4250, 1.3038], [-0.8997, 4.1298, 3.9107], [-1.4045, 3.6721, 5.1918], [-1.1172, 2.6000, 5.5794], [-2.2228, 4.6218, 5.8514], [-1.5818, 5.4095, 6.8274], [-2.0831, 5.9356, 7.7499], [-0.2860, 5.5582, 6.4740], [-0.7413, 5.4181, 3.5010], [-1.1327, 6.9321, 4.2571], [0.2371, 7.2785, 2.1347], [1.1162, 6.3069, 1.1277], [0.1094, 3.6430, -0.1440], [1.5292, 4.5191, 0.3952], [2.7946, 1.9015, 1.9407], [-2.9622, 4.1103, 6.3301], [-2.4037, 6.9177, 3.8451], [-0.6186, -2.0258, 0.7348], [0.6869, -2.6462, 1.2092], [0.4474, -3.8305, 2.1301], [1.4907, -1.6565, 1.8572], [-1.1921, -1.6506, 1.5893], [-0.4149, -1.1821, 0.0739], [-1.2371, -2.7452, 0.1978], [1.2716, -2.9687, 0.3475], [-0.1024, -3.5123, 3.0206], [1.3950, -4.2578, 2.4553], [-0.1313, -4.6081, 1.6313], [1.0086, -1.3523, 2.6335], [-0.9326, -0.1245, -4.5100], [0.3648, -0.7498, -4.0217], [0.1097, -1.9341, -3.1052], [1.1753, 0.2267, -3.3628], [-1.5165, 0.2425, -3.6601], [-0.7279, 0.7198, -5.1678], [-1.5423, -0.8476, -5.0527], [0.9542, -1.0712, -4.8813], [-0.4362, -1.6084, -2.2154], [1.0492, -2.3743, -2.7715], [-0.4743, -2.7073, -3.6026], [0.6875, 0.5236, -2.5878], [0.9406, -4.6322, -5.4542], [0.9534, -5.9144, -4.6366], [0.2927, -7.0673, -5.3748], [0.3309, -5.7066, -3.3663], [-0.0889, -4.3219, -5.6579], [1.4310, -3.8291, -4.9046], [1.4508, -4.7623, -6.4090], [1.9846, -6.1796, -4.4013], [-0.7557, -6.8329, -5.5796], [0.3219, -7.9738, -4.7713], [0.7884, -7.2657, -6.3254], [-0.5921, -5.4851, -3.5300]],
  "forces_ev_per_angstrom": [[0.0, 0.1, -0.2], [0.3, 0.5, 0.0], [-0.3, 0.3, 0.0], [-0.2, 0.0, -0.3], [0.4, 0.3, 0.2], [0.0, -0.2, -0.2], [-0.1, 0.0, 0.6], [-0.2, -0.2, 0.9], [-0.1, 0.3, 0.0], [0.1, -0.1, -0.1], [-0.2, -0.1, -0.3], [-0.3, -0.3, -0.5], [0.4, 0.4, -0.2], [-0.1, -0.4, 0.0], [0.0, -0.6, 0.8], [-0.2, 0.5, -0.2], [0.3, -0.3, -0.3], [0.1, -0.3, 0.6], [0.2, -0.4, -0.2], [0.0, 0.5, -0.2], [-0.1, 0.1, 0.0], [0.1, 0.0, 0.0], [-0.1, -0.1, -0.1], [0.2, 0.1, 0.0], [0.0, 0.0, 0.1], [-0.3, 0.1, -0.2], [-0.2, 0.1, -0.1], [0.1, 0.1, 0.0], [-0.2, 0.0, 0.1], [0.1, 0.0, 0.0], [0.0, 0.1, -0.1], [0.0, -0.1, 0.0], [0.0, 0.0, 0.0], [0.0, 0.0, 0.0], [0.0, 0.0, 0.0], [0.0, 0.0, 0.0], [0.0, 0.0, 0.0], [0.0, 0.0, 0.0], [0.1, 0.0, 0.1], [0.1, 0.1, 0.0], [-0.2, 0.0, 0.1], [0.1, 0.0, 0.1], [0.0, 0.0, -0.1], [0.0, 0.0, 0.0], [0.0, 0.0, 0.0], [0.0, 0.0, 0.0], [0.1, 0.0, 0.0], [-0.1, 0.0, 0.0], [0.0, 0.0, 0.0], [0.0, 0.0, 0.0], [0.0, 0.0, 0.1], [0.0, 0.0, 0.1], [-0.1, 0.0, -0.1], [0.0, 0.0, 0.1], [0.1, 0.0, 0.0], [0.0, 0.0, 0.0], [0.0, 0.0, 0.0], [0.0, 0.0, 0.0], [0.0, 0.0, 0.1], [0.0, 0.0, 0.0], [0.0, 0.0, 0.0], [0.0, 0.0, 0.0], [0.0, 0.0, 0.0]],
  "nbo_charge": [-0.59, -0.11, 0.17, -0.12, -0.25, -0.45, -0.16, 2.46, -0.85, -0.86, -0.45, -0.37, 0.83, -0.42, -0.73, 0.97, -0.48, -0.34, 0.25, 0.13, 0.40, 0.39, 0.25, 0.21, 0.50, 0.45, 0.18, -0.63, 0.09, -0.63, -0.72, 0.19, 0.20, 0.22, 0.18, 0.20, 0.22, 0.22, 0.46, -0.63, 0.09, -0.63, -0.71, 0.19, 0.22, 0.22, 0.18, 0.19, 0.23, 0.21, 0.45, -0.63, 0.09, -0.63, -0.72, 0.19, 0.21, 0.22, 0.18, 0.20, 0.22, 0.21, 0.45]
}

---

{
  "formula": "C15H31FOSi2",
  "method": "ωB97M-V/def2-TZVPD",
  "molar_mass_g_mol": 302.58,
  "total_energy_ha": -1344.17782,
  "elements": ["C", "C", "Si", "O", "Si", "C", "C", "C", "C", "C", "C", "C", "C", "C", "C", "C", "F", "C", "C", "H", "H", "H", "H", "H", "H", "H", "H", "H", "H", "H", "H", "H", "H", "H", "H", "H", "H", "H", "H", "H", "H", "H", "H", "H", "H", "H", "H", "H", "H", "H"],
  "xyz": [[-3.7147, -1.5425, 1.1072], [-2.9869, -1.0266, 0.0719], [-1.9154, -2.0082, -1.0675], [-0.6458, -2.6977, -0.2751], [-0.0924, -2.1099, 1.1814], [1.7490, -2.3746, 1.3535], [2.6677, -1.3982, 0.5923], [2.2434, 0.0665, 0.5869], [3.3720, 0.8617, -0.1073], [2.0718, 0.6192, 1.9999], [1.5180, 2.0635, 2.0321], [0.0466, 2.1887, 2.3201], [-0.8535, 2.6216, 1.4280], [-2.0889, 3.3661, 1.8686], [-0.6944, 2.3747, -0.0626], [-1.2307, -0.8489, -2.4178], [0.0919, -0.4704, -2.1162], [-1.2935, -1.4760, -3.8256], [-0.0570, -1.1666, -4.6704], [-4.6089, -2.1502, 0.9864], [-3.4448, -1.2998, 2.1371], [-2.9524, 0.0644, -0.0218], [-2.7141, -3.0628, -1.7351], [-0.7891, -2.7924, 2.2992], [-0.4019, -0.6692, 1.3133], [1.9425, -3.3740, 0.9462], [2.0039, -2.4515, 2.4122], [3.6478, -1.4249, 1.0838], [2.8507, -1.7385, -0.4275], [1.3609, 0.2501, -0.0308], [4.2294, 0.9539, 0.5630], [3.7173, 0.3113, -0.9846], [3.0475, 1.8481, -0.4315], [3.0427, 0.6077, 2.5017], [1.3751, 0.0167, 2.5866], [1.7295, 2.6169, 1.1190], [2.0293, 2.5937, 2.8398], [-0.3328, 1.9558, 3.3125], [-2.8382, 3.3963, 1.0756], [-2.5755, 2.8962, 2.7267], [-1.8476, 4.3996, 2.1158], [-1.6170, 2.6194, -0.5848], [0.1399, 2.9144, -0.5155], [-0.5149, 1.3080, -0.1979], [-1.8417, 0.0600, -2.4123], [-2.2002, -1.1516, -4.3353], [-1.3597, -2.5614, -3.7141], [-0.2311, -1.4267, -5.7124], [0.8244, -1.6585, -4.2698], [0.1419, -0.0933, -4.6450]],
  "forces_ev_per_angstrom": [[0.3, 0.4, 0.0], [-1.1, 0.0, -0.5], [-1.0, -0.2, -1.2], [-0.3, 0.5, 0.3], [0.4, 0.0, 0.4], [-0.1, -0.4, -0.7], [0.0, 0.0, 0.6], [0.9, 0.6, -0.3], [-0.1, -0.4, 0.0], [-0.4, 0.4, -0.1], [-0.2, -0.7, 0.3], [-0.4, 0.2, -0.4], [0.0, 0.0, -0.1], [-0.6, -0.7, -0.2], [0.3, 0.3, 0.4], [-0.4, -0.1, -0.2], [0.0, 0.0, 0.2], [0.5, -0.5, 0.3], [-0.3, 0.7, 0.1], [1.0, -1.6, -0.1], [-1.1, 1.3, 0.0], [1.7, 0.1, 1.3], [0.2, -0.2, 0.0], [0.0, -0.1, -0.1], [-0.2, 0.0, -0.1], [0.0, -0.1, 0.1], [-0.1, 0.2, 0.1], [0.1, 0.0, -0.1], [-0.2, 0.0, -0.1], [-0.2, -0.3, 0.2], [0.0, 0.1, 0.0], [0.0, 0.1, -0.1], [0.1, 0.1, 0.0], [0.0, -0.2, 0.0], [0.2, -0.2, 0.1], [0.2, -0.1, -0.1], [0.0, 0.1, 0.0], [0.4, 0.7, 0.4], [0.0, 0.0, 0.0], [0.1, 0.1, 0.2], [0.1, 0.0, 0.1], [0.1, 0.2, -0.1], [-0.1, 0.0, -0.1], [0.1, 0.0, -0.2], [0.2, 0.2, 0.0], [-0.1, 0.0, 0.1], [-0.1, 0.0, -0.2], [0.1, -0.3, 0.0], [0.0, -0.1, -0.1], [0.1, 0.0, -0.1]],
  "nbo_charge": [-0.27, -0.76, 1.63, -1.23, 1.45, -0.90, -0.39, -0.23, -0.60, -0.40, -0.43, -0.20, 0.02, -0.64, -0.65, -0.20, -0.38, -0.43, -0.60, 0.20, 0.19, 0.24, -0.22, -0.22, -0.22, 0.24, 0.24, 0.20, 0.21, 0.22, 0.20, 0.21, 0.21, 0.20, 0.20, 0.20, 0.21, 0.19, 0.20, 0.22, 0.22, 0.21, 0.22, 0.22, 0.18, 0.21, 0.20, 0.21, 0.22, 0.21]
}

---

{
  "formula": "C15H31IN4O4",
  "method": "ωB97M-V/def2-TZVPD",
  "molar_mass_g_mol": 458.34,
  "total_energy_ha": -1407.76922,
  "elements": ["C", "N", "C", "C", "O", "C", "C", "C", "N", "C", "I", "C", "N", "C", "N", "H", "H", "H", "H", "H", "H", "H", "H", "H", "H", "H", "H", "H", "C", "C", "O", "H", "H", "H", "H", "H", "H", "C", "C", "O", "H", "H", "H", "H", "H", "H", "C", "C", "O", "H", "H", "H", "H", "H", "H"],
  "xyz": [[-2.5489, 3.0772, -0.4394], [-2.2840, 2.1458, -1.5343], [-3.0109, 2.4626, -2.7723], [-2.2812, 0.8113, -1.1670], [-2.7180, 0.3912, -0.1214], [-1.6362, -0.1516, -2.1533], [-0.1506, -0.4784, -1.8750], [0.3297, -1.2277, -3.0542], [0.7028, -1.8042, -3.9726], [0.8223, 0.7019, -1.5919], [0.6171, 1.3170, 0.4602], [0.5757, 1.8473, -2.4687], [0.3802, 2.7457, -3.1549], [2.3158, 0.2539, -1.7743], [2.7731, 0.5150, -3.1318], [-2.3320, 2.6080, 0.5164], [-1.8879, 3.9415, -0.5504], [-3.5802, 3.4432, -0.4516], [-2.4214, 3.1368, -3.3981], [-3.1951, 1.5585, -3.3486], [-3.9692, 2.9242, -2.5252], [-2.1906, -1.0864, -2.0426], [-1.7424, 0.1628, -3.1908], [-0.0862, -1.1672, -1.0292], [2.4016, -0.8005, -1.5164], [2.9106, 0.7964, -1.0355], [3.4091, -0.2154, -3.4261], [3.2911, 1.3845, -3.1610], [1.0963, -4.0239, 0.1195], [2.4601, -3.7142, -0.4675], [2.9479, -2.4397, -0.0536], [0.3724, -3.2590, -0.1660], [0.7323, -4.9914, -0.2281], [1.1408, -4.0455, 1.2104], [2.4113, -3.6788, -1.5563], [3.1774, -4.4925, -0.1884], [3.0199, -2.4429, 0.9095], [4.8780, 0.3370, 3.9960], [4.8121, -1.0963, 3.5076], [3.6893, -1.3168, 2.6543], [3.9635, 0.5996, 4.5281], [5.7266, 0.4808, 4.6657], [4.9868, 1.0274, 3.1561], [4.6881, -1.7833, 4.3433], [5.7349, -1.3639, 2.9831], [3.7744, -0.7202, 1.9012], [-5.6443, 0.3319, 2.3955], [-4.6544, 1.4767, 2.4917], [-3.4155, 1.0767, 3.0633], [-5.8417, -0.0839, 3.3844], [-6.5883, 0.6648, 1.9608], [-5.2418, -0.4672, 1.7689], [-5.0466, 2.2702, 3.1282], [-4.4688, 1.8980, 1.4980], [-3.0442, 0.4006, 2.4841]],
  "forces_ev_per_angstrom": [[0.2, 0.4, -0.1], [-0.7, -0.3, 0.5], [0.7, 0.1, -0.2], [0.0, 0.1, -0.6], [0.1, -0.2, 0.7], [-0.4, -0.2, -0.1], [0.0, 0.0, -0.3], [0.1, 0.1, 0.2], [-0.1, -0.2, 0.0], [0.4, -0.2, -0.3], [0.0, 0.0, 0.1], [-0.2, -0.1, 0.2], [0.1, 0.1, -0.1], [0.1, 0.4, 0.1], [0.2, -0.2, 0.2], [-0.1, 0.0, -0.1], [-0.1, 0.0, -0.1], [0.0, -0.2, 0.1], [-0.1, 0.1, 0.1], [-0.1, 0.1, 0.0], [0.0, -0.1, 0.0], [0.1, 0.0, -0.1], [0.1, 0.2, 0.1], [0.1, 0.2, 0.1], [-0.1, 0.0, 0.0], [0.0, 0.0, 0.0], [-0.1, 0.0, -0.1], [-0.1, 0.0, -0.1], [0.0, 0.1, 0.0], [0.0, 0.0, 0.1], [-0.1, 0.0, 0.0], [0.0, 0.0, 0.0], [0.0, 0.0, 0.0], [0.0, 0.0, 0.0], [0.0, 0.0, 0.0], [0.0, 0.0, -0.1], [0.1, 0.0, 0.1], [-0.1, 0.0, 0.0], [0.0, 0.0, -0.1], [0.0, 0.0, -0.2], [0.0, 0.0, 0.0], [0.0, 0.0, 0.0], [0.0, 0.0, 0.0], [0.0, 0.0, 0.0], [0.0, 0.0, 0.0], [0.0, 0.1, 0.1], [0.1, -0.1, 0.1], [0.1, 0.0, -0.2], [0.0, -0.1, 0.0], [0.0, 0.0, 0.0], [0.0, 0.0, 0.0], [0.0, 0.0, 0.0], [0.0, 0.0, 0.0], [-0.1, 0.0, 0.0], [0.0, 0.1, -0.1]],
  "nbo_charge": [-0.42, -0.48, -0.40, 0.71, -0.61, -0.49, -0.34, 0.29, -0.30, -0.22, 0.19, 0.26, -0.30, -0.24, -0.84, 0.24, 0.21, 0.19, 0.22, 0.20, 0.20, 0.25, 0.24, 0.27, 0.25, 0.19, 0.38, 0.37, -0.63, -0.06, -0.75, 0.20, 0.22, 0.21, 0.18, 0.16, 0.49, -0.63, -0.06, -0.74, 0.22, 0.22, 0.20, 0.18, 0.16, 0.47, -0.63, -0.06, -0.73, 0.21, 0.21, 0.21, 0.17, 0.16, 0.47]
}